Formula: C5H14N2
Source: the OMol25 dataset
Level of theory: ωB97M-V/def2-TZVPD

Cartesian coordinates (Å):
C 0.487 3.224 0.375
C 0.311 1.805 1.000
C -1.000 1.163 0.498
C -0.609 0.233 -0.662
N 0.125 -0.963 -0.088
C 0.016 -2.177 -0.902
N 0.574 -3.285 -0.127
H -0.490 3.704 0.387
H 0.826 3.113 -0.651
H 1.289 3.756 0.883
H 0.402 1.869 2.089
H 1.187 1.228 0.703
H -1.459 0.469 1.201
H -1.683 1.877 0.034
H 0.049 0.719 -1.385
H -1.461 -0.244 -1.169
H -0.332 -1.081 0.810
H -1.019 -2.378 -1.173
H 0.732 -1.919 -1.685
H 0.959 -3.953 -0.767
H 1.331 -2.958 0.444

Cartesian forces (eV/Å) of the 6 atoms listed first:
0.089 -1.261 0.299
0.078 1.097 -0.006
1.381 -1.007 -1.429
0.532 -2.015 0.293
-0.581 1.069 0.349
1.579 1.158 1.232

- LUMO energy: 1.21 eV
- 2S+1: 1
- Orbital gap: 10.107 eV